This record from OMol25 describes C59H136As2F12N5O2P as an isolated structure. The level of theory is the ωB97M-V functional and the def2-TZVPD basis.

Charge: +4
2S+1: 1
Frontier orbital gap, eV: 8.959
Highest occupied orbital energy, hartree: -0.61054

```
217
C59H136As2F12N5O2P | OMol25 | the ωB97M-V functional and the def2-TZVPD basis
C 24.639 29.115 -20.526
C 24.815 28.102 -19.422
C 25.947 28.436 -18.498
C 27.313 27.971 -19.147
P 28.623 27.359 -18.006
C 29.974 26.633 -18.955
C 30.640 27.751 -19.787
C 31.357 27.219 -21.028
C 32.383 28.160 -21.769
C 27.895 26.064 -16.966
C 27.181 24.951 -17.846
C 26.344 23.971 -16.973
C 25.074 24.548 -16.445
C 29.092 28.881 -17.109
C 30.247 28.649 -15.991
C 30.776 29.970 -15.383
C 31.261 31.019 -16.408
H 25.043 28.668 -21.435
H 25.224 30.034 -20.516
H 23.583 29.369 -20.627
H 24.806 27.084 -19.812
H 23.954 28.195 -18.759
H 25.748 27.935 -17.550
H 25.957 29.489 -18.218
H 27.778 28.795 -19.687
H 27.114 27.246 -19.936
H 29.616 25.918 -19.696
H 30.622 26.001 -18.349
H 31.397 28.347 -19.278
H 29.989 28.507 -20.227
H 30.697 26.883 -21.828
H 31.895 26.303 -20.785
H 31.850 28.970 -22.266
H 32.990 27.561 -22.448
H 33.176 28.530 -21.120
H 27.226 26.589 -16.284
H 28.602 25.505 -16.353
H 27.990 24.510 -18.428
H 26.524 25.350 -18.619
H 26.937 23.575 -16.149
H 26.142 23.089 -17.581
H 24.505 25.131 -17.168
H 25.376 25.228 -15.649
H 24.463 23.798 -15.943
H 28.221 29.324 -16.626
H 29.386 29.621 -17.852
H 31.102 28.222 -16.516
H 29.984 27.793 -15.371
H 31.588 29.797 -14.677
H 30.035 30.581 -14.869
H 30.645 31.188 -17.292
H 32.243 30.790 -16.823
H 31.366 32.015 -15.978
C 27.557 25.246 -13.476
C 26.184 25.335 -12.768
N 26.112 25.026 -11.219
C 27.094 25.907 -10.473
C 24.658 25.150 -10.716
C 24.008 26.528 -10.891
C 26.638 23.518 -11.126
C 26.764 22.990 -9.717
O 27.747 23.731 -8.955
C 27.537 23.746 -7.510
H 28.360 25.631 -12.848
H 27.472 25.934 -14.318
H 27.731 24.284 -13.958
H 25.483 24.634 -13.220
H 25.797 26.352 -12.837
H 28.092 25.511 -10.664
H 26.884 25.895 -9.403
H 26.968 26.919 -10.857
H 24.585 24.978 -9.642
H 24.052 24.385 -11.201
H 24.622 27.254 -10.358
H 22.991 26.408 -10.517
H 23.882 26.725 -11.955
H 27.538 23.395 -11.729
H 25.905 22.947 -11.695
H 27.141 21.968 -9.707
H 25.751 22.881 -9.329
H 27.724 22.788 -7.026
H 26.541 24.091 -7.233
H 28.117 24.516 -7.000
C 38.522 24.858 -14.445
C 38.306 25.056 -12.930
N 36.848 25.216 -12.419
C 36.056 23.909 -12.853
C 36.872 25.360 -10.857
C 37.186 24.088 -10.111
C 36.028 26.395 -13.053
C 36.766 27.791 -13.082
O 37.132 28.157 -11.747
C 38.145 29.172 -11.810
H 39.570 24.591 -14.586
H 38.433 25.794 -14.996
H 37.770 24.155 -14.801
H 38.729 26.016 -12.635
H 38.921 24.344 -12.378
H 35.894 23.922 -13.931
H 35.058 23.829 -12.423
H 36.785 23.102 -12.770
H 35.941 25.799 -10.500
H 37.666 26.063 -10.606
H 37.334 24.233 -9.041
H 37.922 23.365 -10.462
H 36.242 23.545 -10.062
H 35.201 26.472 -12.348
H 35.641 26.098 -14.028
H 36.049 28.552 -13.392
H 37.671 27.780 -13.688
H 38.938 29.119 -12.556
H 38.638 29.112 -10.840
H 37.574 30.094 -11.917
C 33.654 30.546 -12.992
C 34.153 30.604 -11.496
C 35.042 31.763 -11.049
C 34.195 33.100 -11.009
N 34.992 34.384 -10.494
C 33.953 35.515 -10.437
C 33.913 36.050 -9.022
C 35.251 35.518 -8.448
C 35.425 34.149 -9.111
C 36.262 34.693 -11.372
H 33.385 29.532 -13.288
H 34.475 30.875 -13.628
H 32.801 31.221 -13.066
H 34.724 29.714 -11.231
H 33.283 30.619 -10.840
H 35.918 31.911 -11.681
H 35.355 31.543 -10.028
H 33.322 33.026 -10.361
H 33.751 33.215 -11.998
H 34.178 36.200 -11.254
H 32.963 35.094 -10.612
H 33.963 37.138 -8.973
H 32.974 35.893 -8.492
H 36.081 36.176 -8.704
H 35.197 35.509 -7.359
H 36.375 33.618 -9.176
H 34.667 33.480 -8.706
H 35.926 34.985 -12.367
H 36.937 33.837 -11.390
H 36.785 35.550 -10.949
C 34.467 28.551 -17.977
C 35.309 27.272 -17.861
C 34.371 26.000 -18.127
C 35.156 24.667 -18.043
N 34.501 23.387 -18.738
C 34.299 23.491 -20.235
C 35.735 23.384 -20.641
C 36.308 22.177 -19.917
C 35.468 22.155 -18.690
C 33.081 23.131 -18.155
H 33.656 28.729 -17.271
H 34.200 28.753 -19.014
H 35.198 29.348 -17.835
H 35.648 27.228 -16.826
H 36.216 27.290 -18.466
H 33.997 26.155 -19.139
H 33.529 25.918 -17.439
H 35.338 24.476 -16.985
H 36.171 24.727 -18.436
H 33.645 22.817 -20.788
H 33.999 24.509 -20.485
H 35.832 23.200 -21.711
H 36.297 24.294 -20.430
H 36.185 21.323 -20.584
H 37.364 22.166 -19.646
H 34.783 21.313 -18.592
H 36.070 22.046 -17.788
H 32.541 24.050 -18.386
H 33.208 23.139 -17.072
H 32.592 22.216 -18.489
C 30.770 25.907 -10.089
C 30.972 27.410 -9.735
C 29.988 28.390 -10.333
C 30.243 29.829 -9.749
N 29.095 30.787 -10.237
C 29.280 32.169 -9.534
C 27.952 32.839 -9.544
C 26.895 31.747 -9.820
C 27.673 30.421 -9.806
C 29.182 30.878 -11.766
H 30.635 25.754 -11.160
H 29.909 25.464 -9.588
H 31.579 25.314 -9.663
H 31.981 27.749 -9.967
H 30.939 27.421 -8.646
H 29.023 27.974 -10.044
H 30.082 28.313 -11.417
H 31.227 30.181 -10.059
H 30.165 29.666 -8.674
H 30.118 32.722 -9.958
H 29.545 31.845 -8.527
H 28.024 33.564 -10.355
H 27.761 33.314 -8.582
H 26.385 32.008 -10.747
H 26.181 31.663 -9.001
H 27.242 29.654 -10.450
H 27.689 29.993 -8.804
H 28.672 31.739 -12.200
H 29.091 29.943 -12.318
H 30.168 31.202 -12.097
As 34.668 20.246 -14.932
F 34.368 21.990 -15.317
F 33.965 20.391 -13.309
F 35.160 18.554 -14.634
F 35.320 20.086 -16.586
F 36.353 20.727 -14.350
F 33.011 19.702 -15.659
As 32.065 25.404 -14.223
F 33.576 24.771 -14.823
F 32.693 25.217 -12.606
F 30.607 26.028 -13.514
F 31.453 25.544 -15.930
F 31.378 23.757 -14.257
F 32.840 27.129 -14.240
```

Atomic partial charges in e from the Löwdin method, atoms 1 to 6: -0.09 -0.29 -0.24 -0.24 1.02 -0.24